C39H89NO35S9 | ωB97M-V/def2-TZVPD

CARTESIAN COORDINATES (ANGSTROEM)
C 6.204 -24.760 6.907
O 5.219 -25.787 7.050
C 4.957 -26.695 6.010
O 5.610 -26.778 4.966
O 3.844 -27.437 6.288
C 3.285 -28.420 5.411
H 6.914 -25.004 6.116
H 6.690 -24.606 7.870
H 5.737 -23.839 6.558
H 3.427 -29.376 5.914
H 3.832 -28.455 4.469
H 2.224 -28.337 5.176
C 6.188 -20.838 -3.187
O 5.488 -21.747 -2.377
C 5.122 -21.322 -1.080
O 5.446 -20.299 -0.459
O 4.252 -22.170 -0.607
C 3.770 -22.199 0.741
H 5.593 -19.968 -3.464
H 6.741 -21.284 -4.013
H 6.953 -20.310 -2.618
H 3.129 -21.323 0.840
H 4.555 -22.215 1.497
H 3.228 -23.138 0.850
C 7.505 -21.533 3.192
C 7.137 -20.701 2.179
C 6.199 -19.663 2.480
C 5.480 -19.633 3.659
C 5.764 -20.591 4.624
C 6.808 -21.500 4.392
N 4.323 -18.664 3.767
O 3.988 -17.990 2.760
O 3.765 -18.639 4.860
H 8.365 -22.184 3.142
H 7.725 -20.765 1.275
H 5.926 -19.087 1.609
H 5.251 -20.588 5.574
H 7.097 -22.160 5.196
O 5.814 -23.015 9.916
S 5.101 -22.024 9.142
O 5.385 -21.859 7.676
O 3.440 -22.243 9.364
C 2.652 -21.736 8.328
C 1.612 -20.936 8.947
C 5.248 -20.377 10.155
H 2.164 -22.626 7.930
H 3.055 -21.211 7.462
H 0.736 -20.646 8.366
H 2.001 -19.998 9.341
H 1.207 -21.484 9.798
H 5.733 -20.581 11.109
H 4.299 -19.843 10.094
H 5.897 -19.706 9.592
O 11.299 -25.246 3.548
S 9.885 -25.462 3.817
O 8.947 -24.364 4.119
O 9.257 -26.387 2.576
C 9.872 -27.627 2.312
C 9.020 -28.310 1.199
C 9.703 -26.719 5.222
H 9.827 -28.237 3.215
H 10.929 -27.500 2.081
H 7.969 -28.368 1.482
H 9.351 -29.314 0.933
H 9.043 -27.769 0.253
H 9.616 -26.294 6.222
H 10.596 -27.344 5.242
H 8.831 -27.350 5.048
O 13.199 -23.992 8.415
S 11.855 -23.819 7.882
O 10.913 -24.931 7.558
O 11.110 -22.682 8.749
C 9.748 -22.733 9.105
C 8.907 -22.091 8.075
C 12.071 -22.806 6.391
H 9.543 -22.325 10.095
H 9.468 -23.769 9.298
H 8.676 -22.722 7.217
H 9.327 -21.158 7.699
H 7.944 -21.796 8.493
H 12.030 -23.494 5.547
H 13.017 -22.279 6.517
H 11.199 -22.154 6.334
O 8.529 -15.090 -0.227
S 7.476 -16.053 -0.093
O 7.093 -16.698 1.153
O 6.047 -15.309 -0.677
C 6.261 -14.435 -1.719
C 5.112 -14.406 -2.805
C 7.673 -17.379 -1.323
H 7.170 -14.688 -2.265
H 6.415 -13.477 -1.222
H 5.427 -13.633 -3.506
H 4.267 -13.960 -2.281
H 4.853 -15.391 -3.192
H 7.621 -16.866 -2.282
H 6.894 -18.091 -1.051
H 8.681 -17.793 -1.372
O 7.758 -24.329 -2.028
S 8.597 -24.114 -0.871
O 9.805 -24.958 -0.717
O 9.126 -22.544 -0.950
C 10.118 -22.148 0.009
C 10.295 -20.688 -0.127
C 7.495 -24.132 0.544
H 11.085 -22.531 -0.317
H 10.046 -22.463 1.050
H 10.487 -20.471 -1.178
H 11.025 -20.200 0.519
H 9.348 -20.176 0.045
H 6.610 -23.527 0.347
H 8.033 -23.726 1.401
H 7.125 -25.127 0.791
O -1.328 -15.964 5.114
S -0.539 -16.494 6.256
O 0.552 -15.669 6.729
O -1.483 -17.006 7.544
C -2.756 -17.529 7.237
C -3.366 -18.224 8.448
C 0.233 -18.104 5.762
H -2.743 -18.220 6.395
H -3.447 -16.768 6.874
H -2.742 -19.019 8.856
H -4.335 -18.580 8.098
H -3.599 -17.525 9.251
H 1.161 -17.840 5.254
H -0.456 -18.642 5.111
H 0.473 -18.666 6.664
O 0.604 -23.468 4.811
S 1.565 -22.676 4.048
O 2.331 -21.552 4.595
O 2.625 -23.665 3.119
C 3.819 -24.055 3.868
C 4.767 -24.811 2.898
C 0.543 -21.898 2.693
H 3.587 -24.782 4.647
H 4.283 -23.180 4.323
H 4.704 -24.427 1.879
H 4.497 -25.855 2.736
H 5.780 -24.683 3.280
H -0.029 -21.141 3.229
H -0.082 -22.641 2.197
H 1.246 -21.462 1.982
O 2.648 -19.118 -2.829
S 3.374 -17.871 -2.480
O 4.772 -17.745 -2.949
O 2.568 -16.491 -2.831
C 1.172 -16.546 -2.910
C 0.746 -15.139 -3.293
C 3.325 -17.645 -0.651
H 0.652 -16.801 -1.987
H 0.882 -17.284 -3.659
H -0.321 -15.183 -3.514
H 1.399 -14.909 -4.135
H 0.991 -14.447 -2.488
H 2.320 -17.924 -0.335
H 3.301 -16.594 -0.361
H 4.034 -18.259 -0.097
O -0.189 -14.095 2.031
S 1.041 -14.865 1.645
O 1.105 -15.643 0.407
O 2.412 -13.926 1.700
C 2.742 -13.263 0.493
C 4.076 -12.643 0.662
C 1.453 -15.992 3.108
H 1.982 -12.539 0.202
H 2.693 -13.928 -0.370
H 4.049 -12.009 1.549
H 4.298 -11.950 -0.150
H 4.753 -13.496 0.711
H 2.477 -16.321 2.938
H 0.792 -16.859 3.113
H 1.292 -15.317 3.949

Results
LUMO level (alpha / beta)   1.76 / 1.76 eV
Charge   -1
HOMO-LUMO gap (alpha / beta)   3.703 / 7.403 eV
HOMO level (alpha / beta)   -1.94 / -5.64 eV
Multiplicity   2

C39H91N13O13 | ωB97M-V/def2-TZVPD

CARTESIAN COORDINATES (ANGSTROEM)
C -20.659 -3.407 8.539
O -19.527 -3.264 8.105
N -21.248 -2.542 9.382
C -22.619 -2.673 9.817
C -20.635 -1.232 9.670
H -21.269 -4.307 8.381
H -22.697 -2.151 10.770
H -22.944 -3.711 9.900
H -23.391 -2.237 9.171
H -19.660 -1.262 9.196
H -21.230 -0.406 9.281
H -20.585 -1.150 10.754
C -12.565 -5.875 4.237
O -11.366 -5.684 4.183
N -13.445 -5.438 3.305
C -14.856 -5.729 3.360
C -12.950 -4.891 2.059
H -13.022 -6.389 5.091
H -15.354 -4.808 3.037
H -15.181 -5.812 4.398
H -15.253 -6.541 2.749
H -11.886 -4.707 1.998
H -13.112 -5.612 1.243
H -13.538 -4.019 1.773
C -10.733 -2.059 3.035
O -11.917 -2.120 2.761
N -9.725 -2.346 2.193
C -8.360 -2.268 2.689
C -9.894 -2.894 0.855
H -10.322 -1.796 4.025
H -8.133 -2.710 3.663
H -8.149 -1.210 2.890
H -7.614 -2.619 1.983
H -9.405 -2.218 0.153
H -9.467 -3.897 0.816
H -10.931 -3.025 0.555
C -12.597 -2.519 10.930
O -12.395 -1.737 11.834
N -12.975 -2.156 9.672
C -13.281 -3.168 8.693
C -13.276 -0.756 9.414
H -12.413 -3.606 10.966
H -12.782 -3.060 7.729
H -14.364 -3.185 8.526
H -13.050 -4.180 9.024
H -14.366 -0.733 9.330
H -12.944 -0.038 10.154
H -12.897 -0.413 8.449
C -14.453 2.401 8.314
O -14.989 1.346 8.024
N -15.053 3.601 8.329
C -14.311 4.817 8.603
C -16.471 3.776 8.086
H -13.400 2.510 8.610
H -14.560 5.651 7.955
H -13.242 4.639 8.460
H -14.351 5.061 9.669
H -16.648 4.280 7.132
H -16.928 2.790 8.021
H -16.860 4.376 8.910
C -17.527 -7.475 5.375
O -17.028 -8.359 6.044
N -17.798 -6.220 5.761
C -17.202 -5.766 7.026
C -18.539 -5.299 4.976
H -17.905 -7.667 4.352
H -17.798 -4.922 7.380
H -16.275 -5.271 6.719
H -17.028 -6.530 7.772
H -18.942 -5.669 4.034
H -19.359 -4.892 5.581
H -17.966 -4.406 4.686
C -11.754 -7.990 7.497
O -11.241 -9.087 7.457
N -12.984 -7.692 7.020
C -13.619 -6.461 7.471
C -13.926 -8.715 6.619
H -11.222 -7.090 7.843
H -12.952 -5.607 7.339
H -13.994 -6.558 8.494
H -14.465 -6.145 6.861
H -14.296 -8.466 5.615
H -13.430 -9.663 6.425
H -14.859 -8.799 7.175
C -21.014 1.922 6.527
O -21.926 2.709 6.502
N -20.009 1.831 7.442
C -18.931 0.866 7.408
C -19.974 2.843 8.486
H -20.961 1.075 5.817
H -19.217 -0.093 6.981
H -18.671 0.638 8.446
H -18.033 1.347 7.012
H -19.281 3.645 8.209
H -20.960 3.262 8.665
H -19.595 2.455 9.434
C -22.546 -0.337 3.746
O -23.690 0.071 3.884
N -21.938 -1.129 4.648
C -22.527 -1.448 5.930
C -20.621 -1.705 4.392
H -22.034 -0.188 2.787
H -22.671 -2.522 6.045
H -23.437 -0.884 6.110
H -21.834 -1.075 6.695
H -19.975 -1.405 5.225
H -20.700 -2.793 4.393
H -20.148 -1.318 3.493
C -14.682 -2.638 5.716
O -14.767 -3.802 6.076
N -15.624 -1.716 5.957
C -15.564 -0.355 5.441
C -16.888 -2.059 6.596
H -13.819 -2.202 5.186
H -15.853 0.330 6.241
H -16.266 -0.243 4.616
H -14.532 -0.161 5.169
H -17.174 -1.142 7.108
H -17.708 -2.381 5.949
H -16.758 -2.901 7.273
C -18.660 1.832 3.684
O -18.066 0.777 3.603
N -18.276 2.943 4.357
C -16.921 3.045 4.890
C -19.159 4.081 4.430
H -19.620 2.003 3.165
H -16.902 2.945 5.973
H -16.509 3.984 4.517
H -16.325 2.276 4.398
H -20.062 3.897 3.844
H -19.511 4.214 5.455
H -18.761 5.002 4.003
C -12.912 2.850 5.015
O -12.749 3.743 5.827
N -11.980 1.983 4.575
C -12.398 0.932 3.644
C -10.560 2.113 4.846
H -13.891 2.551 4.604
H -13.437 1.039 3.345
H -12.269 -0.021 4.153
H -11.815 0.991 2.724
H -10.102 2.451 3.915
H -10.436 2.851 5.636
H -10.076 1.199 5.192
C -18.102 -4.262 10.438
O -18.002 -5.379 10.909
N -17.113 -3.343 10.489
C -17.438 -1.961 10.094
C -15.826 -3.646 11.082
H -18.967 -3.859 9.895
H -16.559 -1.342 10.273
H -18.165 -1.658 10.852
H -17.721 -1.885 9.046
H -15.595 -2.863 11.806
H -15.905 -4.568 11.657
H -15.009 -3.788 10.380

Results
LUMO level   0.14 eV
HOMO-LUMO gap   8.829 eV
HOMO level   -8.69 eV
Relative energy (zero: lowest compared OMol25 entry of this formula, charge and spin)   189.7 kcal/mol

C39H91N5O9 | ωB97M-V/def2-TZVPD

CARTESIAN COORDINATES (ANGSTROEM)
C -5.927 -20.015 5.537
C -6.244 -20.713 4.242
C -7.326 -20.032 3.346
N -8.120 -21.080 2.680
C -7.136 -21.973 1.927
C -7.904 -23.014 1.019
C -8.796 -22.233 0.065
C -9.702 -21.238 0.741
C -8.933 -20.327 1.653
C -8.920 -21.840 3.661
H -6.760 -20.055 6.252
H -5.628 -18.982 5.482
H -5.085 -20.590 5.899
H -6.629 -21.697 4.418
H -5.318 -20.757 3.691
H -6.879 -19.335 2.631
H -8.012 -19.414 3.903
H -6.568 -21.398 1.252
H -6.516 -22.450 2.695
H -7.112 -23.507 0.510
H -8.437 -23.764 1.625
H -8.106 -21.651 -0.507
H -9.423 -22.849 -0.524
H -10.188 -20.626 -0.062
H -10.582 -21.688 1.245
H -8.276 -19.671 1.102
H -9.628 -19.689 2.177
H -8.536 -22.829 3.876
H -9.993 -21.902 3.339
H -8.783 -21.218 4.524
C -9.239 -14.711 11.049
C -8.928 -13.962 9.764
C -9.407 -14.796 8.615
N -9.630 -14.121 7.237
C -8.363 -13.486 6.821
C -8.406 -12.864 5.388
C -8.819 -13.922 4.346
C -10.123 -14.534 4.791
C -9.997 -15.143 6.243
C -10.779 -13.179 7.423
H -8.805 -14.039 11.815
H -8.732 -15.645 11.047
H -10.323 -14.779 11.172
H -7.868 -13.877 9.801
H -9.404 -12.970 9.781
H -10.244 -15.390 8.945
H -8.578 -15.467 8.338
H -7.560 -14.242 6.762
H -8.084 -12.810 7.644
H -7.421 -12.530 5.135
H -9.105 -12.077 5.295
H -8.015 -14.734 4.254
H -8.903 -13.480 3.356
H -10.280 -15.444 4.147
H -11.061 -13.907 4.782
H -9.120 -15.800 6.155
H -10.849 -15.680 6.624
H -10.879 -12.414 6.669
H -10.668 -12.725 8.393
H -11.640 -13.796 7.404
C -0.746 -19.441 7.171
N -2.192 -18.926 7.337
C -3.047 -20.068 7.817
C -2.081 -17.883 8.424
C -2.795 -18.352 6.096
C -1.962 -17.300 5.411
O -0.798 -17.896 4.820
H -0.666 -19.923 6.232
H -0.629 -20.122 7.970
H -0.103 -18.557 7.204
H -2.692 -20.301 8.799
H -2.994 -20.983 7.178
H -4.075 -19.711 7.847
H -1.622 -18.279 9.298
H -3.065 -17.489 8.644
H -1.410 -17.084 8.083
H -3.746 -17.915 6.380
H -3.002 -19.167 5.447
H -1.766 -16.500 6.067
H -2.561 -16.922 4.689
H -0.373 -17.359 4.120
C -7.325 -23.253 8.958
N -8.457 -23.629 8.037
C -8.605 -22.548 6.963
C -8.170 -24.980 7.429
C -9.734 -23.733 8.833
C -10.443 -22.512 9.409
O -11.113 -21.849 8.410
H -7.350 -24.079 9.739
H -7.592 -22.402 9.463
H -6.323 -23.055 8.538
H -9.204 -22.909 6.138
H -7.581 -22.401 6.459
H -8.993 -21.620 7.375
H -7.846 -25.648 8.238
H -7.340 -24.800 6.734
H -9.139 -25.255 7.003
H -9.461 -24.392 9.652
H -10.435 -24.194 8.183
H -9.725 -21.852 9.930
H -11.107 -22.883 10.172
H -11.049 -20.911 8.568
C -13.601 -19.704 11.403
N -14.574 -18.950 10.539
C -14.715 -19.686 9.294
C -15.920 -18.863 11.203
C -13.984 -17.577 10.394
C -14.664 -16.686 9.355
O -15.990 -16.345 9.625
H -13.335 -19.061 12.243
H -12.764 -19.815 10.775
H -14.081 -20.634 11.728
H -13.845 -19.642 8.625
H -15.572 -19.373 8.708
H -14.918 -20.713 9.554
H -16.102 -19.778 11.688
H -16.708 -18.602 10.483
H -15.904 -18.158 12.012
H -12.993 -17.679 9.974
H -14.019 -17.152 11.431
H -14.509 -17.174 8.409
H -13.980 -15.854 9.380
H -16.041 -15.801 10.465
C -5.210 -15.391 7.994
C -5.914 -16.530 7.328
O -6.983 -16.210 6.713
O -5.447 -17.706 7.488
H -5.364 -15.443 9.068
H -5.515 -14.465 7.575
H -4.125 -15.519 7.802
C -4.476 -25.082 4.797
C -5.591 -24.114 5.407
O -6.677 -23.801 4.808
O -5.244 -23.665 6.530
H -4.061 -25.644 5.608
H -3.683 -24.375 4.571
H -4.719 -25.680 3.945
C -9.750 -18.535 7.632
C -11.009 -18.330 8.448
O -11.603 -17.243 8.432
O -11.396 -19.311 9.189
H -9.388 -19.512 7.756
H -9.030 -17.792 7.974
H -9.904 -18.396 6.598

Results
LUMO level   -3.26 eV
Charge   +2
HOMO-LUMO gap   8.620 eV
HOMO level   -11.88 eV
Relative energy (zero: lowest compared OMol25 entry of this formula, charge and spin)   0.0 kcal/mol

The calculation returns the following strongest force on any atom values, one per record and in order: 5.59; 1.99; 3.43 eV Å⁻¹.